## one
Entry from the Open Molecules 2025 dataset: a molecular structure, C9H6N4PtS2Se2Te2 (ωB97M-V/def2-TZVPD).

Each line ends with the natural charge from an NBO analysis.
Geometry (Å):
Pt 0.87764 0.93191 -0.77367  0.64
Se 2.00334 2.91439 0.64157  -0.52
Te 0.20368 4.34141 -0.41508  -0.05
Te -0.30631 2.58987 -2.45303  0.21
Se -2.74543 2.68448 -2.44133  -0.85
S 0.55941 -1.38101 -1.93859  -0.15
C 2.07141 -0.86291 -1.21526  -0.37
S 2.83331 -1.74452 0.00635  -0.38
C 2.71551 0.27489 -1.84821  -0.51
C 4.01104 0.69149 -1.50700  0.35
N 5.08513 1.06053 -1.30814  -0.36
C 2.20885 0.79699 -3.04695  0.31
N 1.84322 1.26381 -4.04524  -0.41
N -2.67451 -2.59044 2.53871  -0.80
C -1.98930 -1.57645 1.87830  0.21
C -2.64682 -0.68193 1.03244  -0.33
C -1.94139 0.35299 0.45850  0.09
N -0.65755 0.59466 0.73234  -0.51
C -0.02484 -0.24900 1.56059  0.09
C -0.63618 -1.34824 2.12148  -0.31
H -3.51997 -2.88409 2.07116  0.37
H -2.08485 -3.35724 2.82918  0.38
H -3.69652 -0.80007 0.80927  0.21
H -2.43748 1.02000 -0.23805  0.26
H 1.01101 -0.02564 1.80370  0.24
H -0.06241 -2.01587 2.74696  0.21

Calculated values
**Kohn-Sham gap**: 4.8 eV
**LUMO**: 4.395 eV
**Net charge**: -2

=====

## two
Entry from the Open Molecules 2025 dataset: a molecular structure, C9H6N4PtS2Se2Te2 (ωB97M-V/def2-TZVPD).

Each line ends with the natural charge from an NBO analysis.
Geometry (Å):
Pt -1.11705 -1.84459 -0.23124  0.24
Se -4.92434 -2.87269 1.17747  -0.76
Te -2.56820 -2.59040 1.79364  0.23
Te -0.82137 -4.28174 0.47930  0.32
Se 1.10396 -4.69707 1.94903  -0.79
S 0.29681 -1.76898 -2.09606  -0.13
C -0.80009 -0.72745 -2.93277  -0.22
S -2.23498 -0.42983 -2.04486  -0.19
C -0.51476 -0.21135 -4.19808  -0.52
C -1.42445 0.64416 -4.87180  0.34
N -2.14207 1.35469 -5.43312  -0.43
C 0.70965 -0.48784 -4.85746  0.33
N 1.69809 -0.70985 -5.41384  -0.43
N 2.11135 2.53384 3.44342  -0.80
C 1.36314 1.79366 2.52912  0.19
C 1.97212 1.13279 1.46705  -0.32
C 1.19261 0.37715 0.60920  0.08
N -0.12606 0.24662 0.73936  -0.48
C -0.70284 0.87038 1.76207  0.08
C -0.01438 1.65101 2.67278  -0.33
H 2.99086 2.87426 3.09056  0.37
H 1.59424 3.24157 3.93910  0.37
H 3.04355 1.18880 1.31578  0.20
H 1.63362 -0.15262 -0.22798  0.22
H -1.77562 0.73557 1.85120  0.21
H -0.54378 2.12992 3.48811  0.20

Calculated values
**Kohn-Sham gap (alpha / beta)**: 5.7 / 5.7 eV
**LUMO (alpha / beta)**: 4.062 / 4.062 eV
**Net charge**: -2

=====

The most stable of them is two.